Entry from the Open Molecules 2025 dataset: C40H56BrF6MoN3O7P2S3 as an isolated structure (ωB97M-V with the def2-TZVPD basis set).

Computed properties:
- 2S+1 = 4
- molar mass (g mol⁻¹) = 1138.883
- frontier orbital gap (spin up / spin down) (eV) = 7.7 / 6.8
- total charge = +1
- relative energy (zero: lowest compared OMol25 entry of this formula, charge and spin) (kJ/mol) = 0.0
- electronic energy (a.u.) = -7367.25698

Each line ends with the Löwdin charge.
Atoms and positions in Å:
Mo: -0.34 -1.48 1.16  1.38
O: -0.20 -5.84 4.41  0.05
C: -1.03 -5.01 5.13  -0.26
C: -1.48 -5.33 6.40  -0.01
C: -2.29 -4.43 7.08  -0.07
C: -2.64 -3.23 6.50  -0.07
C: -2.18 -2.92 5.22  -0.02
C: -1.38 -3.80 4.53  -0.10
C: -0.89 -3.51 3.13  -0.39
O: -1.36 -2.31 2.64  -0.35
N: 0.59 -3.42 3.18  0.05
N: 1.15 -2.73 2.13  -0.10
C: 2.36 -3.05 1.82  -0.17
C: 3.29 -2.31 0.98  -0.67
Br: 3.35 -0.43 1.23  0.82
C: 4.20 -2.89 0.20  -0.10
C: 4.22 -4.32 -0.14  -0.22
C: 5.45 -4.93 -0.41  -0.03
C: 5.52 -6.27 -0.71  -0.06
C: 4.36 -7.03 -0.78  -0.06
C: 3.13 -6.43 -0.56  -0.06
C: 3.06 -5.08 -0.24  -0.04
H: -0.15 -6.70 4.84  0.12
H: -1.20 -6.28 6.85  0.12
H: -2.65 -4.69 8.07  0.11
H: -3.28 -2.53 7.03  0.11
H: -2.48 -1.99 4.74  0.10
H: -1.18 -4.34 2.47  0.14
H: 1.04 -4.31 3.36  0.13
H: 2.78 -3.95 2.27  0.15
H: 4.99 -2.28 -0.22  0.12
H: 6.36 -4.34 -0.36  0.12
H: 6.48 -6.73 -0.90  0.11
H: 4.41 -8.08 -1.03  0.11
H: 2.22 -7.01 -0.64  0.11
H: 2.08 -4.61 -0.13  0.10
F: -4.60 0.93 0.85  0.15
C: -4.74 -0.39 0.87  -0.68
F: -4.69 -0.82 2.12  0.16
F: -5.89 -0.72 0.32  0.18
S: -3.35 -1.11 -0.12  0.66
O: -2.17 -0.54 0.57  -0.46
O: -3.52 -0.72 -1.47  -0.22
N: -3.56 -2.62 0.23  -0.26
S: -2.49 -3.71 -0.13  0.64
O: -1.13 -3.17 -0.07  -0.44
O: -2.74 -4.93 0.55  -0.22
C: -2.68 -4.05 -1.95  -0.67
F: -2.25 -5.27 -2.20  0.17
F: -1.96 -3.18 -2.65  0.14
F: -3.95 -3.94 -2.29  0.17
S: 1.46 -1.64 -1.88  0.89
C: 0.77 -1.29 -0.57  -0.73
O: -0.37 1.35 -0.76  -0.38
P: 0.14 2.49 -1.59  0.82
C: -0.45 4.06 -0.84  -0.35
C: -1.90 3.91 -0.34  -0.20
C: -2.22 5.03 0.66  -0.18
C: -1.56 6.36 0.27  -0.19
C: -1.32 6.41 -1.24  -0.19
C: -0.27 5.37 -1.63  -0.18
C: -0.44 2.43 -3.33  -0.33
C: -0.26 1.00 -3.92  -0.19
C: -1.60 0.31 -4.19  -0.19
C: -2.46 1.10 -5.17  -0.18
C: -2.35 2.62 -4.93  -0.18
C: -1.89 2.91 -3.50  -0.20
C: 2.00 2.45 -1.54  -0.32
C: 2.75 1.89 -2.76  -0.19
C: 3.14 2.94 -3.80  -0.19
C: 3.97 4.04 -3.16  -0.20
C: 3.17 4.70 -2.04  -0.20
C: 2.74 3.68 -0.98  -0.18
H: 0.16 4.13 0.07  0.10
H: -2.05 2.93 0.11  0.09
H: -2.59 3.97 -1.18  0.10
H: -1.90 4.74 1.67  0.10
H: -3.31 5.15 0.71  0.11
H: -0.59 6.46 0.77  0.11
H: -2.16 7.20 0.60  0.11
H: -0.98 7.40 -1.55  0.11
H: -2.26 6.23 -1.77  0.12
H: 0.72 5.78 -1.42  0.09
H: -0.31 5.19 -2.71  0.10
H: 0.20 3.12 -3.89  0.10
H: 0.30 0.37 -3.24  0.02
H: 0.31 1.07 -4.85  0.13
H: -2.12 0.19 -3.24  0.09
H: -1.42 -0.70 -4.57  0.11
H: -3.50 0.78 -5.07  0.11
H: -2.17 0.87 -6.20  0.11
H: -3.31 3.11 -5.12  0.11
H: -1.63 3.06 -5.62  0.12
H: -2.54 2.40 -2.79  0.12
H: -1.96 3.98 -3.30  0.10
H: 2.07 1.67 -0.76  0.07
H: 2.19 1.09 -3.24  0.07
H: 3.67 1.44 -2.39  0.12
H: 2.25 3.39 -4.25  0.10
H: 3.68 2.46 -4.61  0.12
H: 4.28 4.78 -3.90  0.11
H: 4.89 3.61 -2.74  0.12
H: 2.29 5.17 -2.49  0.09
H: 3.74 5.50 -1.57  0.12
H: 2.16 4.18 -0.20  0.09
H: 3.65 3.31 -0.49  0.12
C: 0.68 1.99 2.23  -0.24
P: -0.08 0.43 2.74  0.76
C: -1.75 0.91 3.25  -0.23
C: 0.76 -0.07 4.27  -0.24
H: 0.47 2.77 2.97  0.06
H: 0.24 2.25 1.27  0.00
H: 1.75 1.89 2.12  0.02
H: -1.70 1.58 4.11  0.06
H: -2.33 0.02 3.50  0.03
H: -2.24 1.42 2.42  0.04
H: 0.69 0.72 5.02  0.06
H: 1.81 -0.28 4.06  0.03
H: 0.29 -0.98 4.65  0.04


Entry from the Open Molecules 2025 dataset: C40H56FN7O3PS2W as an isolated structure at a distorted geometry (ωB97M-V with the def2-TZVPD basis set).

Computed properties:
- molar mass (g mol⁻¹) = 980.880
- frontier orbital gap (eV) = 5.9
- total charge = +1
- relative energy (zero: lowest compared OMol25 entry of this formula, charge and spin) (kJ/mol) = 0.0
- electronic energy (a.u.) = -3471.38664

Each line ends with the Löwdin charge.
Atoms and positions in Å:
W: -0.46 0.93 -0.01  1.50
C: -6.01 3.44 -4.22  -0.06
C: -5.34 2.09 -4.46  -0.19
N: -4.12 1.93 -3.69  -0.04
C: -4.23 1.50 -2.39  0.02
C: -3.21 1.36 -1.54  -0.05
C: -3.45 0.87 -0.15  -0.53
O: -4.55 0.71 0.31  0.11
O: -2.34 0.68 0.57  -0.25
C: -1.79 1.58 -1.98  -0.52
O: -1.08 0.40 -1.75  -0.32
C: -1.72 2.02 -3.42  -0.06
C: -0.47 2.26 -3.96  0.08
C: -0.35 2.80 -5.22  -0.19
F: 0.89 2.97 -5.75  0.06
C: -1.46 3.20 -5.95  -0.15
C: -2.72 2.90 -5.42  0.06
C: -2.87 2.27 -4.19  -0.14
N: -1.37 3.92 -7.16  -0.10
C: -1.99 3.40 -8.36  -0.14
C: -2.49 4.57 -9.21  -0.09
N: -1.33 5.46 -9.52  0.06
C: -0.66 5.95 -8.26  -0.08
C: -0.21 4.74 -7.45  -0.15
H: -6.95 3.51 -4.76  0.08
H: -5.36 4.26 -4.53  0.07
H: -6.21 3.56 -3.16  0.08
H: -5.11 1.94 -5.52  0.11
H: -6.02 1.28 -4.17  0.13
H: -5.23 1.26 -2.05  0.15
H: 0.42 2.00 -3.38  0.12
H: -3.59 3.20 -5.99  0.11
H: -2.82 2.76 -8.12  0.13
H: -1.27 2.81 -8.96  0.14
H: -3.22 5.15 -8.65  0.14
H: -2.93 4.23 -10.14  0.14
H: -1.62 6.25 -10.09  0.19
H: -0.64 4.93 -10.05  0.18
H: -1.40 6.52 -7.70  0.14
H: 0.17 6.59 -8.52  0.14
H: 0.23 5.10 -6.52  0.14
H: 0.57 4.19 -8.00  0.14
S: -0.26 -1.53 0.29  0.67
C: 1.11 -1.98 -0.71  -0.63
C: 1.29 -3.34 -0.94  -0.06
C: 2.38 -3.82 -1.65  -0.19
C: 2.52 -5.23 -1.88  -0.18
N: 2.60 -6.36 -2.06  0.18
C: 3.33 -2.91 -2.15  -0.19
C: 3.14 -1.55 -1.95  -0.06
C: 2.03 -1.06 -1.25  -0.64
S: 1.89 0.68 -1.11  0.61
C: 4.49 -3.36 -2.85  -0.18
N: 5.43 -3.71 -3.41  0.18
H: 0.56 -4.03 -0.55  0.12
H: 3.85 -0.85 -2.34  0.11
C: 0.28 3.48 5.33  -0.07
C: -0.23 3.05 3.95  -0.58
C: -0.25 4.27 3.01  -0.09
C: -1.67 2.52 4.08  -0.07
P: 0.77 1.66 3.15  1.01
N: 0.27 1.55 1.61  -0.36
C: 0.41 0.03 4.06  -0.57
C: -0.99 -0.50 3.70  -0.09
C: 1.47 -0.99 3.58  -0.09
C: 0.51 0.16 5.58  -0.07
C: 2.62 2.06 3.20  -0.59
C: 3.24 1.94 4.59  -0.07
C: 2.76 3.51 2.70  -0.08
C: 3.37 1.16 2.21  -0.09
H: -0.41 4.23 5.72  0.10
H: 1.26 3.95 5.27  0.07
H: 0.32 2.66 6.04  0.06
H: -1.14 4.87 3.22  0.10
H: -0.28 3.96 1.97  0.02
H: 0.62 4.91 3.15  0.07
H: -2.34 3.36 4.29  0.10
H: -1.77 1.81 4.89  0.07
H: -2.01 2.05 3.15  0.07
H: -1.33 -0.17 2.72  0.02
H: -1.74 -0.20 4.43  0.08
H: -0.98 -1.59 3.67  0.09
H: 1.52 -1.01 2.50  0.05
H: 1.18 -1.98 3.93  0.10
H: 2.45 -0.77 4.00  0.06
H: -0.30 0.75 5.99  0.07
H: 1.46 0.60 5.90  0.06
H: 0.44 -0.84 6.02  0.10
H: 2.73 2.55 5.33  0.07
H: 4.28 2.28 4.53  0.10
H: 3.26 0.91 4.94  0.07
H: 2.41 4.23 3.44  0.06
H: 2.22 3.65 1.76  0.07
H: 3.82 3.71 2.52  0.09
H: 3.62 0.19 2.63  0.07
H: 4.30 1.64 1.92  0.09
H: 2.79 1.01 1.30  -0.01
C: -2.16 4.59 -1.95  -0.02
C: -1.46 3.89 -0.79  -0.56
C: -0.16 4.64 -0.49  -0.04
C: -2.41 3.94 0.43  -0.03
N: -1.06 2.49 -1.06  -0.06
H: -2.35 5.62 -1.65  0.10
H: -3.12 4.12 -2.18  0.08
H: -1.54 4.60 -2.85  0.08
H: -0.35 5.59 0.02  0.09
H: 0.37 4.84 -1.42  0.09
H: 0.50 4.03 0.13  0.04
H: -2.50 4.97 0.80  0.10
H: -2.04 3.31 1.23  0.04
H: -3.41 3.59 0.15  0.09


Entry from the Open Molecules 2025 dataset: C40H57BN8O2PS5Sr as an isolated structure at a distorted geometry (ωB97M-V with the def2-TZVPD basis set).

Computed properties:
- molar mass (g mol⁻¹) = 971.691
- frontier orbital gap (eV) = 6.9
- total charge = -1
- relative energy (zero: lowest compared OMol25 entry of this formula, charge and spin) (kJ/mol) = 118.5
- electronic energy (a.u.) = -4535.20762

Each line ends with the Löwdin charge.
Atoms and positions in Å:
Sr: 1.01 -0.53 -0.24  1.09
C: -2.12 -0.85 1.87  -0.05
C: -1.33 -1.93 1.21  -0.33
N: -0.11 -2.07 1.59  -0.02
N: 0.49 -3.28 1.27  -0.09
C: 1.78 -3.33 1.21  -1.17
S: 3.00 -2.13 1.03  0.44
S: 2.41 -5.02 1.38  0.83
C: 1.32 -5.65 2.70  -0.44
C: 0.14 -6.45 2.23  -0.29
C: -1.11 -5.87 2.05  -0.04
C: -2.18 -6.62 1.59  -0.08
C: -2.02 -7.97 1.31  -0.11
C: -0.78 -8.56 1.49  -0.10
C: 0.29 -7.80 1.94  -0.07
C: -1.98 -2.74 0.15  -0.12
C: -3.19 -3.38 0.36  -0.06
C: -3.79 -4.13 -0.65  -0.13
C: -3.16 -4.21 -1.88  -0.10
C: -1.96 -3.55 -2.12  -0.02
C: -1.36 -2.77 -1.12  -0.35
O: -0.27 -2.07 -1.33  -0.42
H: -3.09 -1.25 2.17  0.08
H: -2.31 -0.02 1.18  0.04
H: -1.60 -0.47 2.74  0.01
H: 1.01 -4.78 3.28  0.08
H: 1.97 -6.27 3.32  0.07
H: -1.23 -4.81 2.25  0.09
H: -3.14 -6.15 1.45  0.09
H: -2.86 -8.56 0.95  0.09
H: -0.64 -9.61 1.27  0.09
H: 1.26 -8.27 2.07  0.11
H: -3.66 -3.32 1.34  0.11
H: -4.73 -4.64 -0.47  0.09
H: -3.60 -4.80 -2.67  0.09
H: -1.48 -3.64 -3.08  0.09
C: -5.94 2.63 0.36  -0.07
C: -4.65 2.26 -0.37  -0.55
C: -4.68 0.75 -0.60  -0.05
C: -4.60 3.02 -1.69  -0.05
N: -3.48 2.71 0.46  0.00
C: -3.63 3.58 1.54  -0.06
C: -2.42 4.09 1.81  -0.07
N: -1.51 3.57 0.91  0.04
B: -0.11 4.26 0.86  -0.60
N: 0.51 4.14 -0.56  0.03
C: -0.02 4.93 -1.56  -0.08
C: 0.67 4.71 -2.69  -0.06
N: 1.64 3.76 -2.40  0.01
C: 1.52 3.41 -1.07  -0.68
S: 2.50 2.29 -0.23  0.63
C: 2.67 3.32 -3.37  -0.55
C: 4.05 3.77 -2.89  -0.05
C: 2.60 1.81 -3.58  -0.05
C: 2.38 3.99 -4.72  -0.07
N: 0.90 3.90 1.96  0.01
C: 1.93 4.79 2.18  -0.08
C: 2.79 4.23 3.04  -0.08
N: 2.31 2.97 3.36  0.00
C: 1.12 2.78 2.69  -0.74
S: 0.04 1.49 2.80  0.66
C: 3.17 2.06 4.16  -0.54
C: 3.22 2.60 5.59  -0.04
C: 4.57 2.08 3.53  -0.04
C: 2.72 0.60 4.19  -0.09
C: -2.15 2.68 0.12  -0.69
S: -1.47 1.72 -1.12  0.63
H: -6.77 2.23 -0.21  0.09
H: -6.07 3.71 0.45  0.08
H: -5.98 2.18 1.36  0.09
H: -5.53 0.53 -1.25  0.09
H: -4.83 0.22 0.34  0.08
H: -3.78 0.39 -1.08  0.03
H: -5.48 2.77 -2.29  0.08
H: -3.71 2.75 -2.26  0.04
H: -4.59 4.10 -1.51  0.09
H: -4.57 3.76 2.01  0.10
H: -2.12 4.78 2.57  0.12
H: -0.35 5.44 1.01  0.12
H: -0.86 5.57 -1.37  0.12
H: 0.53 5.12 -3.66  0.10
H: 4.28 3.33 -1.92  0.03
H: 4.09 4.86 -2.81  0.09
H: 4.81 3.45 -3.61  0.09
H: 2.92 1.26 -2.70  0.03
H: 3.24 1.54 -4.42  0.09
H: 1.58 1.51 -3.81  0.09
H: 2.46 5.08 -4.66  0.08
H: 1.40 3.72 -5.11  0.09
H: 3.13 3.64 -5.43  0.09
H: 1.95 5.75 1.70  0.12
H: 3.70 4.62 3.45  0.11
H: 3.59 3.62 5.62  0.07
H: 3.87 1.98 6.20  0.08
H: 2.21 2.58 6.02  0.09
H: 5.06 3.05 3.61  0.07
H: 4.51 1.82 2.47  0.09
H: 5.20 1.35 4.03  0.09
H: 1.77 0.48 4.70  0.05
H: 3.49 0.04 4.73  0.09
H: 2.62 0.17 3.20  0.05
C: 0.07 -1.53 -4.03  -0.16
P: 1.44 -2.15 -3.02  0.59
C: 1.49 -3.87 -2.48  -0.15
C: 2.65 -2.31 -4.39  -0.19
O: 2.08 -1.11 -2.11  -0.60
H: -0.34 -2.33 -4.65  0.05
H: 0.50 -0.78 -4.69  0.05
H: -0.73 -1.09 -3.43  0.05
H: 1.27 -4.52 -3.33  0.06
H: 0.85 -4.11 -1.64  0.04
H: 2.53 -4.02 -2.19  0.06
H: 2.26 -2.91 -5.21  0.05
H: 3.57 -2.77 -4.03  0.05
H: 2.90 -1.32 -4.76  0.04


- Number 2 is which compound?
  C40H56FN7O3PS2W


- Which value of total charge does entry 3 give?
  -1